Record 1
The following is a DFT calculation (ωB97M-V with the def2-TZVPD basis set) of C25H27N3O5 in the gas phase.

Geometry (Å):
O: 4.0497 -1.7147 -4.3090
O: 2.4219 -2.8413 1.7378
C: 0.0916 0.4053 5.1531
C: 3.6220 -1.8219 -3.0273
H: -0.1712 -0.9557 -0.9697
N: 1.6336 -0.7193 1.4364
H: -6.1937 0.6117 0.1313
C: -0.2222 1.1199 4.0100
N: -0.9494 0.9371 0.6891
H: 3.2321 -3.9415 -2.9469
C: -5.1145 1.5658 1.8254
N: -2.0140 3.6460 0.4089
H: -3.2358 1.8237 3.0019
C: -1.8844 -0.0932 1.1166
C: 3.1728 -0.6206 -0.9850
H: -0.2950 0.7221 6.1094
H: -1.6620 0.7828 -3.8926
H: 0.6605 0.1730 -2.0379
H: -1.5210 -0.5099 2.0587
C: -1.2023 1.6207 -0.5805
C: 2.2781 -1.8608 1.0378
O: 0.5168 2.5485 1.2861
H: 1.4941 -0.0122 0.7282
H: -2.3768 0.1359 -1.6069
O: -3.4425 2.5319 -0.9299
C: 0.9015 -0.7142 5.0607
C: 3.6055 -0.6330 -2.2916
H: -5.8217 2.2115 2.3034
H: 2.4950 -3.9000 -0.6102
C: -1.5248 1.4583 -3.0519
C: -3.7625 1.3652 2.1899
C: -3.2587 0.4661 1.2945
C: -1.4274 0.6579 -1.7536
H: -0.6154 2.0331 -3.2173
H: 3.1253 -3.3318 -5.2265
H: 1.1458 -1.2772 5.9486
C: 3.2186 -3.0048 -2.4131
C: 1.1120 -0.3993 2.6894
C: 0.2624 0.7132 2.7768
C: -5.3273 0.7748 0.7396
H: -1.9301 -0.8897 0.3710
C: -2.3571 2.6285 -0.4031
H: -0.4531 -1.0152 -2.7037
H: 4.8048 -3.6123 -4.6830
C: 4.1127 -2.8761 -5.1031
H: -1.0865 3.7077 0.8040
C: -0.2802 -0.3467 -1.8639
H: 3.9440 0.2698 -2.7750
H: -0.2961 2.2073 -0.7802
H: 2.0565 -1.9797 3.7710
O: -4.2149 0.1034 0.4171
C: -0.0546 1.4950 1.5402
H: -2.6926 4.3611 0.6117
H: 4.4815 -2.5484 -6.0737
H: -0.8499 1.9968 4.0664
H: -2.3703 2.1380 -3.0173
C: 1.4179 -1.1153 3.8420
C: 2.7503 -1.8009 -0.3717
C: 2.7995 -2.9859 -1.0970
H: 3.2014 0.3099 -0.4355

Energy above the lowest of the compared OMol25 structures with the same formula, charge and spin   0.789 eV
SMILES string   COc1ccc(C(=O)Nc2ccccc2C(=O)N(Cc2ccco2)[C@H](C(N)=O)C(C)C)cc1
E_LUMO   0.607 eV
2S+1   1

Löwdin population analysis, charges in e, atoms 1 to 6:
1 O -0.08
2 O 0.08
3 C -0.08
4 C -0.27
5 H 0.06
6 N 0.16


Record 2
The following is a DFT calculation (ωB97M-V with the def2-TZVPD basis set) of C25H27N3O5S in the gas phase.

Geometry (Å):
H: 1.7719 -2.1482 4.3440
H: -2.0212 -1.0200 -2.8810
H: 1.5802 3.1391 2.8118
C: -0.3698 0.8123 1.3399
H: -1.7439 -0.5719 0.7108
H: -0.6815 2.1905 2.9500
H: -7.0965 1.1528 -4.7517
H: -4.9191 -0.1559 -5.8948
H: -4.8969 0.6189 -0.1609
N: 3.4172 -1.2581 0.0787
H: 7.0043 0.3818 2.3464
C: -3.5819 -0.8169 -0.7869
C: 1.3356 -1.4740 3.6005
H: 3.5306 -0.6173 4.6095
C: 3.3874 -0.9655 2.4958
H: 5.8209 0.2220 4.5075
C: 4.0675 -0.8857 1.2677
C: 5.9957 0.0015 2.3864
H: -2.4879 -0.1046 -6.4162
C: 1.2893 2.3546 2.1284
C: -3.9738 -0.1978 1.5572
H: 0.2838 -0.4238 -0.2976
C: -7.0542 0.1632 -4.2978
C: -4.6572 -0.2907 -4.8545
H: -2.3126 -1.7931 -5.9452
H: -7.4092 -0.5550 -5.0349
C: 5.3611 -0.3982 1.2209
C: 0.0181 1.8249 2.2162
C: -5.6489 -0.1590 -3.8884
H: -6.0830 -0.2477 -1.7999
C: 2.2236 1.9093 1.1915
O: -2.8382 1.5626 2.7609
N: -4.2570 -0.0975 0.1397
H: -1.3104 -0.5669 -5.1742
H: 3.5020 3.6104 1.1981
H: 0.3588 -1.8504 3.3015
H: 5.8443 -0.3237 0.2610
C: 3.5855 2.5254 1.1628
C: 5.3327 -0.0874 3.5956
C: 4.0325 -0.5691 3.6561
N: -1.6303 0.2207 1.3517
O: -2.6627 -1.5637 -0.4697
H: -3.7671 -1.2479 1.7881
H: 2.6366 -1.8786 0.2490
C: -3.0297 -0.7735 -3.1778
C: 0.5486 0.3559 0.4002
S: 2.8724 0.0422 -0.8486
C: 1.8148 0.9012 0.3295
H: -7.7259 0.1458 -3.4433
C: -3.3466 -0.5994 -4.5173
H: 1.2205 -0.4745 4.0307
H: -4.8431 0.1388 2.1226
C: -5.3118 -0.3230 -2.5540
C: -4.0012 -0.6256 -2.1944
C: -2.3006 -0.7678 -5.5748
H: 4.1250 2.2343 0.2686
O: 2.0514 -0.5192 -1.8796
O: 4.0100 0.8153 -1.2464
O: 2.1038 -1.4377 2.4224
C: -2.7546 0.6455 1.9745
H: 4.1567 2.2052 2.0344

Energy above the lowest of the compared OMol25 structures with the same formula, charge and spin   1.074 eV
SMILES string   COc1ccccc1NS(=O)(=O)c1cc(NC(=O)CNC(=O)c2cc(C)cc(C)c2)ccc1C
E_LUMO   0.434 eV
2S+1   1

Löwdin population analysis, charges in e, atoms 1 to 6:
1 H 0.10
2 H 0.13
3 H 0.12
4 C -0.20
5 H 0.10
6 H 0.10


Record 3
The following is a DFT calculation (ωB97M-V with the def2-TZVPD basis set) of 2 unconnected molecules or ions with the total composition C25H27N3OPS2 at a distorted geometry.

Geometry (Å):
O: -2.7430 2.7246 -3.0434
C: 1.0478 -1.0777 2.4755
C: 1.8412 2.6041 -3.4276
H: -2.7915 -1.9603 -1.2708
S: -0.4215 -1.8253 2.1177
H: -6.5869 -1.6651 1.9671
H: -4.1345 1.4575 -0.4442
C: 2.3622 -3.0992 1.8641
C: -3.5627 0.5518 -0.7199
H: 3.8741 -0.6800 0.2328
C: -5.7599 -1.7378 1.2573
H: -1.4772 5.1972 2.7545
N: 2.2480 -1.6666 2.0948
H: 3.3527 -4.3380 0.3638
H: 1.3686 -3.5483 1.7512
H: 2.6102 -2.8052 -0.2464
H: 5.3899 -0.8406 1.2001
H: -2.8020 6.0141 0.7967
H: 2.9274 -3.5712 2.6879
H: -0.3260 -0.3857 -2.1924
H: 6.4040 -2.5730 0.1379
S: 1.1286 0.3960 3.2904
N: -2.4833 0.5869 -1.4169
C: 2.3787 1.3114 -3.4328
C: -5.2169 -0.5834 0.7064
H: 2.4385 3.4459 -3.7725
H: 2.0052 -0.7718 -2.9891
H: -0.5400 1.5860 0.6069
C: -4.1745 -3.0828 -0.0073
N: 4.4516 -2.6404 0.8033
H: 5.1922 -2.5995 -1.1838
H: -3.7718 -4.0577 -0.2858
C: -1.0150 2.5709 0.6200
H: -5.6032 0.4075 0.9550
C: 3.5348 -1.0268 2.3263
H: -2.9665 4.6365 -1.2673
C: 5.4416 -2.9899 -0.1807
C: 0.2853 0.4463 -2.5436
H: 0.1119 3.8304 -2.9886
H: 3.4021 0.0477 2.5127
C: -1.5571 4.5921 1.8501
C: -1.7179 3.0587 -0.4866
C: -3.6205 -1.9245 -0.5623
C: 4.3674 -1.2267 1.0675
C: -0.2396 1.7390 -2.5390
C: 3.1733 -3.2750 0.5899
H: -5.6695 -3.9000 1.3419
C: -2.2909 5.0537 0.7528
C: 0.5335 2.8228 -2.9897
C: -2.3787 4.2898 -0.4137
C: -5.2416 -2.9955 0.9026
C: 1.6007 0.2388 -2.9867
H: 5.5045 -4.0831 -0.2251
C: -4.1368 -0.6686 -0.1957
P: -1.9192 2.0649 -1.9939
H: 3.3974 1.1458 -3.7857
C: -0.9283 3.3447 1.7789
H: -0.3597 2.9480 2.6198
H: 4.0626 -1.5131 3.1655

E_LUMO   2.049 eV
Charge   -1
2S+1   1

Löwdin population analysis, charges in e, atoms 1 to 6:
1 O -0.33
2 C -1.36
3 C -0.09
4 H 0.11
5 S 0.39
6 H 0.10


Question: Among the records above, which one has the highest E_LUMO?
Answer: C25H27N3OPS2


Question: What is the 2S+1 in the third record?
Answer: 1


What did the third record say?
The following is a DFT calculation (ωB97M-V with the def2-TZVPD basis set) of 2 unconnected molecules or ions with the total composition C25H27N3OPS2 at a distorted geometry.

Geometry (Å):
O: -2.7430 2.7246 -3.0434
C: 1.0478 -1.0777 2.4755
C: 1.8412 2.6041 -3.4276
H: -2.7915 -1.9603 -1.2708
S: -0.4215 -1.8253 2.1177
H: -6.5869 -1.6651 1.9671
H: -4.1345 1.4575 -0.4442
C: 2.3622 -3.0992 1.8641
C: -3.5627 0.5518 -0.7199
H: 3.8741 -0.6800 0.2328
C: -5.7599 -1.7378 1.2573
H: -1.4772 5.1972 2.7545
N: 2.2480 -1.6666 2.0948
H: 3.3527 -4.3380 0.3638
H: 1.3686 -3.5483 1.7512
H: 2.6102 -2.8052 -0.2464
H: 5.3899 -0.8406 1.2001
H: -2.8020 6.0141 0.7967
H: 2.9274 -3.5712 2.6879
H: -0.3260 -0.3857 -2.1924
H: 6.4040 -2.5730 0.1379
S: 1.1286 0.3960 3.2904
N: -2.4833 0.5869 -1.4169
C: 2.3787 1.3114 -3.4328
C: -5.2169 -0.5834 0.7064
H: 2.4385 3.4459 -3.7725
H: 2.0052 -0.7718 -2.9891
H: -0.5400 1.5860 0.6069
C: -4.1745 -3.0828 -0.0073
N: 4.4516 -2.6404 0.8033
H: 5.1922 -2.5995 -1.1838
H: -3.7718 -4.0577 -0.2858
C: -1.0150 2.5709 0.6200
H: -5.6032 0.4075 0.9550
C: 3.5348 -1.0268 2.3263
H: -2.9665 4.6365 -1.2673
C: 5.4416 -2.9899 -0.1807
C: 0.2853 0.4463 -2.5436
H: 0.1119 3.8304 -2.9886
H: 3.4021 0.0477 2.5127
C: -1.5571 4.5921 1.8501
C: -1.7179 3.0587 -0.4866
C: -3.6205 -1.9245 -0.5623
C: 4.3674 -1.2267 1.0675
C: -0.2396 1.7390 -2.5390
C: 3.1733 -3.2750 0.5899
H: -5.6695 -3.9000 1.3419
C: -2.2909 5.0537 0.7528
C: 0.5335 2.8228 -2.9897
C: -2.3787 4.2898 -0.4137
C: -5.2416 -2.9955 0.9026
C: 1.6007 0.2388 -2.9867
H: 5.5045 -4.0831 -0.2251
C: -4.1368 -0.6686 -0.1957
P: -1.9192 2.0649 -1.9939
H: 3.3974 1.1458 -3.7857
C: -0.9283 3.3447 1.7789
H: -0.3597 2.9480 2.6198
H: 4.0626 -1.5131 3.1655

E_LUMO   2.049 eV
Charge   -1
2S+1   1

Löwdin population analysis, charges in e, atoms 1 to 6:
1 O -0.33
2 C -1.36
3 C -0.09
4 H 0.11
5 S 0.39
6 H 0.10